<one>
Formula: C5H10N2
Source: OMol25
Level of theory: ωB97M-V with the def2-TZVPD basis set

Cartesian coordinates (Å):
C (-2.0696, -0.1967, -0.0539)
C (-1.0850, -0.3466, -1.1920)
N (-0.1893, 0.7612, -1.5443)
C (0.3811, -0.4527, -0.9730)
C (1.0575, -0.5348, 0.3669)
C (2.1211, 0.4360, 0.7103)
N (0.8928, 0.3697, 1.5004)
H (-2.7662, 0.6261, -0.2562)
H (-1.5727, -0.0059, 0.9019)
H (-2.6665, -1.1072, 0.0636)
H (-1.4986, -0.8432, -2.0706)
H (-0.2631, 1.5071, -0.8541)
H (0.9655, -1.0200, -1.6986)
H (1.2043, -1.5689, 0.6776)
H (3.0310, 0.1095, 1.2061)
H (2.2415, 1.2834, 0.0364)
H (0.2947, 1.1655, 1.2951)

Results
Charge ... 0
Spin multiplicity ... 1

=====

<two>
Formula: C5H10N2
Source: OMol25
Level of theory: ωB97M-V with the def2-TZVPD basis set

Cartesian coordinates (Å):
C (1.6460, -1.0083, -0.1825)
C (-1.4228, -1.2866, 0.0173)
C (-1.4203, 1.2751, 0.2120)
C (-0.6651, -0.0157, 0.2411)
C (1.7076, 1.0320, -0.1648)
N (0.6196, -0.0120, 0.3428)
N (2.1037, 0.0240, -1.0514)
H (2.2764, -1.2942, 0.6850)
H (1.2557, -1.9062, -0.6714)
H (-1.6670, -1.3904, -1.0456)
H (-2.3623, -1.2714, 0.5708)
H (-0.8485, -2.1596, 0.3195)
H (-2.3258, 1.2020, 0.8158)
H (-1.7279, 1.5048, -0.8132)
H (-0.8158, 2.1005, 0.5827)
H (2.3107, 1.2408, 0.7437)
H (1.3358, 1.9653, -0.6019)

Results
Charge ... 0
Spin multiplicity ... 1

=====

Ordering by calculated energy gives the sequence <one>, <two>, with the first entry being the most stable.

=====

<one>
Formula: C5H11N3O
Source: OMol25
Level of theory: ωB97M-V with the def2-TZVPD basis set

Cartesian coordinates (Å):
N (1.0677, -1.6748, -1.5274)
C (1.8958, -0.8180, -0.6897)
C (1.4685, 0.6414, -0.8522)
C (0.0840, 0.8933, -0.3472)
C (-1.1143, 1.0097, -0.9922)
N (-2.1383, 1.1970, -0.0939)
C (-1.5751, 1.1923, 1.0811)
N (-0.2302, 1.0002, 0.9873)
H (1.2109, -2.6527, -1.3025)
H (0.0847, -1.4742, -1.3739)
H (1.8802, -1.0886, 0.3718)
H (2.9306, -0.9132, -1.0190)
H (2.1894, 1.2866, -0.3459)
H (1.4761, 0.8892, -1.9121)
H (-1.2970, 0.9804, -2.0521)
H (-2.0928, 1.3225, 2.0159)
H (0.4430, 0.9561, 1.7369)
O (-0.1331, -2.0497, 1.9183)
H (-0.8658, -2.5948, 2.2459)
H (-0.5021, -1.4596, 1.2538)

Results
Charge ... 0
Spin multiplicity ... 1

=====

<two>
Formula: C5H11N3O
Source: OMol25
Level of theory: ωB97M-V with the def2-TZVPD basis set

Cartesian coordinates (Å):
H (2.8358, -1.1122, 0.7352)
N (2.0931, -0.5708, 0.3025)
C (0.9097, -0.9462, 0.6098)
N (0.6122, -1.9242, 1.5467)
C (-0.0912, 0.5466, 0.8683)
O (0.7908, 1.5744, 1.1127)
C (-1.1194, 0.8567, -0.1231)
C (-0.8877, 2.0149, -1.0775)
H (-0.3116, -2.3241, 1.4949)
H (1.3259, -2.6238, 1.7005)
H (-0.5205, 0.2080, 1.8145)
H (1.6853, 1.2339, 0.8574)
H (-2.1162, 0.8349, 0.3180)
H (-1.1298, -0.1183, -0.8928)
H (-1.0099, 2.9651, -0.5539)
H (-1.6327, 2.0117, -1.8743)
H (0.1246, 1.9543, -1.4737)
C (-0.6689, -1.3570, -1.6677)
N (0.1593, -1.9062, -1.0264)
H (-1.0489, -1.3178, -2.6711)

Results
Charge ... 0
Spin multiplicity ... 1

=====

<three>
Formula: C5H11N3O
Source: OMol25
Level of theory: ωB97M-V with the def2-TZVPD basis set

Cartesian coordinates (Å):
C (1.4331, 0.5361, -1.0233)
C (-1.8119, -0.2947, 0.9409)
C (1.6547, -0.0586, 0.3557)
C (0.1814, 0.7965, -0.1891)
C (-0.7928, -0.2589, -0.1605)
N (1.0018, -1.3860, 0.4439)
N (-0.1154, 2.0724, 0.3376)
N (-1.1137, -0.9708, -1.2999)
O (2.4871, 0.2944, 1.2092)
H (0.9880, -2.0344, -0.3379)
H (1.0363, -1.7675, 1.3813)
H (0.1490, 2.1418, 1.3152)
H (0.3230, 2.8370, -0.1589)
H (-1.8634, -1.6440, -1.2490)
H (-0.6800, -0.7014, -2.1702)
H (2.0281, 1.4305, -1.1709)
H (1.3672, -0.1294, -1.8829)
H (-2.3790, 0.6349, 0.9391)
H (-2.5538, -1.0837, 0.8049)
H (-1.3397, -0.4141, 1.9149)

Results
Charge ... 0
Spin multiplicity ... 1

=====

<four>
Formula: C5H11N3O
Source: OMol25
Level of theory: ωB97M-V with the def2-TZVPD basis set

Cartesian coordinates (Å):
H (-1.5694, 0.7537, 1.7722)
N (-0.6523, 0.9398, 1.3781)
C (-0.4986, 0.7186, 0.1378)
C (0.4052, 1.5471, -0.7089)
C (-1.5921, -0.1071, -0.7199)
C (-2.5457, -0.8430, -0.1425)
O (-1.7517, 0.3262, -2.0059)
H (1.1598, 0.8544, -1.1047)
H (0.8875, 2.3368, -0.1369)
H (-0.1241, 1.9917, -1.5448)
H (-2.4579, -1.1783, 0.8757)
H (-3.5204, -0.9791, -0.5902)
H (-2.6491, 0.1586, -2.3217)
H (2.6283, -1.9555, -1.1504)
N (2.1375, -1.1949, -0.6927)
C (2.1144, -1.2843, 0.5745)
N (1.8315, -0.2062, 1.3711)
H (2.7045, -2.0133, 1.1503)
H (0.9659, 0.1433, 1.7815)
H (2.5268, -0.0083, 2.0774)

Results
Charge ... 0
Spin multiplicity ... 1

=====

Ordering by calculated energy gives the sequence <one>, <four>, <three>, <two>, with the first entry being the most stable.

=====

<one>
Formula: C5H11N3O
Source: OMol25
Level of theory: ωB97M-V with the def2-TZVPD basis set

Cartesian coordinates (Å):
C (-0.2440, -2.7846, -1.6515)
C (0.1713, -1.5970, -1.2607)
C (0.3342, -1.2123, 0.1501)
O (0.6418, -1.8964, 1.0995)
N (0.0213, 0.1984, 0.3589)
N (-0.4855, 1.0423, -0.6805)
C (-1.8762, 1.4879, -0.3256)
N (0.3382, 0.7356, 1.6341)
C (1.7425, 1.0635, 1.4461)
H (-0.0799, -3.0309, -2.6771)
H (-0.5850, -3.5226, -0.9429)
H (0.4505, -0.7665, -1.9949)
H (0.0742, 1.9000, -0.7879)
H (-2.0128, 1.8778, 0.7161)
H (-2.1220, 2.2792, -1.0833)
H (-2.5418, 0.6772, -0.4438)
H (0.2299, 0.0768, 2.3787)
H (1.9615, 1.7473, 2.2163)
H (2.3031, 0.2054, 1.3640)
H (1.6786, 1.5191, 0.4845)

Results
Charge ... 0
Spin multiplicity ... 1

=====

<two>
Formula: C5H11N3O
Source: OMol25
Level of theory: ωB97M-V with the def2-TZVPD basis set

Cartesian coordinates (Å):
C (1.4547, 1.1917, -1.5605)
N (0.2975, 0.8205, -0.6150)
C (-0.5610, -0.2607, -1.2303)
C (-0.8105, -1.4422, -0.2061)
N (-1.2447, -0.8759, 1.0864)
N (-2.4615, -0.7115, 1.4730)
O (-2.5778, 0.0958, 2.4705)
C (-0.2074, 0.1055, 1.6515)
C (0.9986, 0.4234, 0.5779)
H (2.3900, 0.4434, -1.2096)
H (1.3620, 1.2576, -2.7024)
H (1.5963, 2.3211, -1.3349)
H (-1.4490, 0.1698, -1.8957)
H (0.0839, -0.9724, -1.9441)
H (-1.6951, -2.2934, -0.4404)
H (0.1435, -2.1192, 0.0118)
H (-0.6814, 1.1027, 1.9698)
H (0.2181, -0.4607, 2.5397)
H (1.2686, 1.5598, 0.9587)
H (1.8750, -0.3552, 0.3997)

Results
Charge ... 0
Spin multiplicity ... 1

=====

Ordering by calculated energy gives the sequence <one>, <two>, with the first entry being the most stable.